1.
59
Properties=species:S:1:pos:R:3 method="wB97M-V/def2-TZVPD" lumo_energy_ev=0.527 homo_energy_ev=-8.1 energy_ha=-1359.0961 de_lowest_kcal_mol=27.07 smiles="COc1cc(C(=O)NCCc2ncccc2C)ccc1OC1CCN(C(C)=O)CC1"
C -1.56604 -4.97483 -0.39615
O -1.94193 -3.66678 -0.03884
C -0.95956 -2.73714 0.10736
C 0.38972 -2.97124 -0.06520
C 1.32897 -1.95506 0.11726
C 2.76150 -2.30501 -0.11329
O 3.09414 -3.22418 -0.84347
N 3.64818 -1.56402 0.58410
C 5.06923 -1.63874 0.36611
C 5.56951 -0.51446 -0.54786
C 5.34248 0.86578 0.00600
N 4.53689 0.98221 1.05302
C 4.30436 2.17613 1.57107
C 4.86581 3.33610 1.07049
C 5.70077 3.22570 -0.03022
C 5.95400 1.98031 -0.58784
C 6.84492 1.83962 -1.78064
C 0.89343 -0.68396 0.45109
C -0.46117 -0.43188 0.61714
C -1.39894 -1.43889 0.46123
O -2.74251 -1.31709 0.62564
C -3.32578 -0.05433 0.89154
C -4.75019 -0.33156 1.39799
C -5.76233 -0.22245 0.26630
N -5.79175 1.13885 -0.23824
C -6.98904 1.74693 -0.42424
C -6.94021 3.19876 -0.84982
O -8.03958 1.15504 -0.26490
C -4.51508 1.81362 -0.33995
C -3.37376 0.80371 -0.38465
H -0.91767 -5.42771 0.36072
H -2.49508 -5.53908 -0.46052
H -1.05885 -4.99720 -1.36585
H 0.76386 -3.94162 -0.34925
H 3.35751 -0.74327 1.09593
H 5.27710 -2.60519 -0.09917
H 5.57546 -1.57910 1.33331
H 6.63631 -0.65830 -0.73193
H 5.05718 -0.59187 -1.51205
H 3.63703 2.19096 2.42347
H 4.65656 4.29409 1.51982
H 6.15594 4.10817 -0.45845
H 7.73091 1.25611 -1.53089
H 6.32640 1.32523 -2.58846
H 7.16484 2.81618 -2.13591
H 1.58750 0.13656 0.55780
H -0.77036 0.56897 0.87418
H -2.75566 0.45862 1.67946
H -5.01090 0.37781 2.18449
H -4.77260 -1.33736 1.81582
H -5.50498 -0.92284 -0.53486
H -6.77106 -0.45429 0.61442
H -6.48405 3.29269 -1.83311
H -6.37145 3.79353 -0.13896
H -7.95919 3.57211 -0.89853
H -4.48818 2.41695 -1.25197
H -4.36864 2.48880 0.51656
H -2.43254 1.33470 -0.53109
H -3.51146 0.13524 -1.23601

***

2.
8
Properties=species:S:1:pos:R:3 method="wB97M-V/def2-TZVPD" total_charge=-1 lumo_energy_ev=3.415 homo_energy_ev=-4.0 energy_ha=-1003.7916 de_lowest_kcal_mol=37.17
C 1.86886 -0.99669 -0.65510
C -0.34007 -0.84024 -1.51952
N 0.81664 -1.26419 -1.41495
O 2.94399 -1.43146 -1.00380
S -1.76164 -1.34188 -1.99094
S -0.76854 0.84234 0.26001
H 1.73151 -0.15406 0.25366
H 0.51937 1.13659 0.25646

***

3.
110
Properties=species:S:1:pos:R:3 method="wB97M-V/def2-TZVPD" lumo_energy_ev=-5.561 homo_energy_ev=-6.8 energy_ha=-8451.7974
C 1.35050 -4.59520 4.33981
C 0.75072 -4.45696 3.27782
N 0.06480 -4.19559 1.97953
C -0.26093 -2.71698 1.99272
C 0.99904 -1.73195 2.04657
C 1.80377 -1.54994 0.66038
C 3.38677 -1.51555 0.97779
C 4.08384 -2.89764 0.60243
O 3.77896 -3.97780 1.50182
C 4.94758 -4.73775 1.84746
N 0.94805 -4.63866 0.96928
C 0.39670 -4.91235 -0.19262
C 0.57882 -6.41519 -0.71915
C -0.35778 -3.92919 -1.16821
B -1.22751 -5.03896 2.09199
O -2.50701 -4.39443 2.18026
O -1.23688 -6.44735 2.06931
C -1.34337 -7.02996 3.40100
C 0.04136 -7.82988 3.65879
H 1.94371 -4.33999 5.26429
H -0.85405 -2.53388 2.95331
H -0.94626 -2.35996 1.14011
H 0.58284 -0.70074 2.29838
H 1.75693 -1.95546 2.85094
H 1.54003 -0.52412 0.22491
H 1.63790 -2.35975 -0.10627
H 3.89669 -0.72727 0.32160
H 3.61259 -1.22676 2.04587
H 5.21328 -2.75387 0.57759
H 3.77544 -3.20394 -0.45509
H 4.67422 -5.81110 2.13054
H 5.44402 -4.28118 2.78289
H 5.69442 -4.83144 0.98548
H 0.43758 -7.16991 0.11202
H 1.65198 -6.52320 -1.07871
H -0.15502 -6.63638 -1.55666
H 0.31066 -3.10817 -1.59735
H -0.70160 -4.52486 -2.08183
H -1.32335 -3.49060 -0.73740
H -2.68775 -4.05142 1.27304
H -1.38065 -6.20337 4.18806
H -2.17130 -7.78704 3.51177
H 0.73092 -7.62594 2.77123
H -0.11006 -8.95570 3.67431
H 0.59453 -7.46139 4.57187
Br -1.52791 0.25942 0.72071
C -1.48298 1.90714 -0.30900
C -0.42526 1.83643 -1.37041
Br 1.35538 2.08074 -0.60749
H -1.33700 2.72080 0.40015
H -2.47187 1.99805 -0.75782
H -0.54576 2.65275 -2.09038
H -0.40818 0.88640 -1.90575
C 4.84493 -2.77897 4.84309
O 5.65799 -3.73212 4.93066
O 3.83749 -2.88698 5.74990
O 4.83639 -1.79226 4.07361
H 4.20199 -3.72096 6.10572
Cl 1.54420 4.45946 0.71880
C -4.23606 -1.80592 -5.34690
C -3.16070 -2.59615 -4.60911
C -3.31470 -2.53324 -3.08675
C -3.21215 -1.11777 -2.62290
N -3.13268 -0.01726 -2.27467
H -4.18796 -0.74097 -5.10859
H -4.10430 -1.90254 -6.42620
H -5.23514 -2.17121 -5.09200
H -2.17760 -2.21243 -4.89807
H -3.20453 -3.64143 -4.92874
H -2.53253 -3.12297 -2.60579
H -4.28215 -2.94017 -2.78136
Al 7.01412 -1.44988 4.93328
B -1.21147 4.19044 -4.31982
F -1.39898 5.42505 -4.99943
F -0.05633 4.27587 -3.47893
F -2.35842 3.90544 -3.51251
F -1.02699 3.14174 -5.27028
C 0.23674 -0.46544 5.73985
O 0.21014 -0.94556 4.61525
N 1.07885 -0.91467 6.70663
N -0.57135 0.55705 6.11731
H 1.11711 -0.53487 7.63450
H 1.69591 -1.67233 6.46265
H -1.20896 0.91703 5.42674
H -0.56492 0.96529 7.03384
C -2.58482 8.19027 -9.42407
C -3.14457 6.95960 -8.73237
C -3.07428 7.09344 -7.22010
O -2.40378 5.81207 -9.14314
H -1.52716 8.34017 -9.16567
H -2.63098 8.07563 -10.50935
H -3.15320 9.09768 -9.13646
H -4.17864 6.80582 -9.03908
H -2.03842 7.20383 -6.88458
H -3.46770 6.19692 -6.73658
H -3.64692 7.95748 -6.87547
H -1.48354 5.93938 -8.87424
C 1.19365 7.30109 2.53604
C -0.11134 7.77728 2.56421
C -0.42776 8.89377 3.32998
C 0.56418 9.53948 4.06007
C 1.87042 9.06462 4.02848
C 2.18475 7.94262 3.26976
H 1.43962 6.42557 1.93926
H -0.88320 7.27750 1.98914
H -1.44736 9.26157 3.35710
H 0.31852 10.41323 4.65352
H 2.64453 9.56927 4.59656
H 3.20249 7.56901 3.24926
F -4.89890 8.95628 -9.26810

***

4.
8
Properties=species:S:1:pos:R:3 method="wB97M-V/def2-TZVPD" lumo_energy_ev="-0.668 / -3.607" homo_energy_ev="-8.4 / -10.5" multiplicity=3 energy_ha=-2727.9050 de_lowest_kcal_mol=47.59
C 1.45528 -0.19841 -0.68538
C 2.54780 0.22242 -1.22062
C 0.32887 -0.49355 -0.10530
C -0.76635 0.31076 0.50960
Br -1.83525 1.21570 -0.85595
H -0.09101 -2.00561 0.28062
H -0.12875 1.16871 0.82294
H -1.51058 -0.22003 1.25409

***

5.
20
Properties=species:S:1:pos:R:3 method="wB97M-V/def2-TZVPD" lumo_energy_ev=0.345 homo_energy_ev=-8.7 energy_ha=-1181.3718 de_lowest_kcal_mol=65.02 smiles="C=CCSSCCC(=O)O"
C -2.65097 0.90137 0.79523
C -1.94550 0.94053 -0.34422
C -2.10270 -0.10297 -1.30461
S -0.81835 -1.18924 -1.54631
S -0.37532 -2.02062 0.21858
C 0.96030 -0.81444 1.12485
C 2.48442 -0.77488 0.64194
C 2.48269 0.11156 -0.64078
O 2.95589 -0.34869 -1.68454
O 2.06811 1.32359 -0.30062
H -3.21428 -0.00699 1.20434
H -2.48799 1.70103 1.41847
H -1.07469 1.74749 -0.26461
H -2.56930 0.39232 -2.24811
H -2.91762 -0.71579 -0.81074
H 0.79935 -1.32095 2.05245
H 0.45444 0.16101 0.95914
H 2.96761 -0.16209 1.53890
H 3.19925 -1.63508 0.48678
H 1.78464 1.81284 -1.29614

***

6.
106
Properties=species:S:1:pos:R:3 method="wB97M-V/def2-TZVPD" lumo_energy_ev=-0.372 homo_energy_ev=-8.3 energy_ha=-5516.7265 de_lowest_kcal_mol=0.00
Y -0.26816 0.02482 -0.04394
C 1.89114 -2.91406 3.84323
C 3.29372 -2.83198 3.23362
S 3.58964 -1.38305 2.18419
C 4.24217 -2.15989 0.68649
C 3.34715 -3.17470 -0.01113
S 1.66206 -2.61401 -0.38430
C 0.70785 -4.03341 0.18791
C 0.75142 -4.31112 1.69055
S 0.47101 -2.84789 2.72422
H 1.72487 -2.07914 4.52707
H 1.81303 -3.82896 4.43403
H 3.51066 -3.72715 2.65174
H 4.01795 -2.80523 4.04776
H 5.19683 -2.63881 0.91168
H 4.45234 -1.32330 0.01857
H 3.24629 -4.08238 0.58115
H 3.80311 -3.45060 -0.96235
H 1.05366 -4.91157 -0.36025
H -0.31252 -3.83661 -0.13539
H 1.71242 -4.74223 1.97012
H -0.01329 -5.04988 1.92914
C -3.16254 3.55348 -0.19427
C -2.06390 3.08391 0.75455
C -1.23589 4.27578 1.24498
C -2.57613 2.26709 1.92895
C -3.85141 2.50089 2.43326
C -4.30281 1.83197 3.56014
C -3.47490 0.92295 4.19461
C -2.19493 0.65333 3.71843
C -1.30410 -0.30262 4.48992
C -0.76409 0.36814 5.75789
C -2.01796 -1.60619 4.85741
C -1.75412 1.32444 2.57205
N -0.46877 1.05287 1.99758
C 0.60154 1.64783 2.57670
O 0.64933 2.31330 3.60189
C 1.87866 1.47518 1.77445
C 3.09026 1.99518 2.18321
C 4.17482 1.87349 1.32696
C 4.01710 1.27675 0.07954
C 2.76709 0.80314 -0.26183
N 1.74067 0.89575 0.58310
C 2.42937 0.33336 -1.66547
O 3.34763 0.14980 -2.45465
N 1.09223 0.28429 -1.90456
C 0.75856 0.44505 -3.29745
C 0.88242 1.72750 -3.86381
C 0.51557 1.91024 -5.19122
C 0.02565 0.86047 -5.95254
C -0.10794 -0.39017 -5.37803
C 0.24962 -0.61513 -4.05140
C 0.11537 -2.00714 -3.47017
C 1.34191 -2.84703 -3.83372
C -1.17638 -2.72239 -3.87044
C 1.39467 2.92195 -3.07312
C 0.47763 4.14216 -3.18413
C 2.82157 3.29753 -3.49308
H -2.72016 3.98053 -1.09670
H -3.76919 4.33394 0.27070
H -3.82182 2.73714 -0.49163
H -1.38196 2.45928 0.17011
H -1.88777 4.96491 1.78852
H -0.79546 4.81518 0.40047
H -0.44139 3.97070 1.92645
H -4.50215 3.21626 1.94617
H -5.29856 2.02307 3.94280
H -3.82850 0.41273 5.08336
H -0.45609 -0.54669 3.84776
H -1.59038 0.60603 6.43523
H -0.23452 1.29146 5.52070
H -0.08283 -0.30614 6.28681
H -2.79185 -1.43380 5.61022
H -1.30493 -2.31961 5.27777
H -2.48844 -2.07104 3.99126
H 3.14848 2.48942 3.14251
H 5.13931 2.27149 1.61650
H 4.82013 1.20083 -0.64089
H 0.61012 2.89350 -5.64087
H -0.25438 1.01921 -6.98726
H -0.50343 -1.20853 -5.97085
H 0.10512 -1.90306 -2.38942
H 1.36660 -3.01503 -4.91490
H 1.31591 -3.82163 -3.33472
H 2.26241 -2.33177 -3.54892
H -1.15178 -3.04250 -4.91575
H -2.04915 -2.08014 -3.73712
H -1.31615 -3.62065 -3.25971
H 1.41774 2.63817 -2.02277
H 0.48098 4.55476 -4.19569
H 0.81825 4.93048 -2.50765
H -0.55734 3.89879 -2.92796
H 2.82615 3.65518 -4.52775
H 3.49262 2.44044 -3.43385
H 3.21301 4.09868 -2.85879
Cl -2.29304 -2.45986 1.19100
C -3.00184 -1.78925 -0.27419
C -2.33093 -0.71341 -0.81176
C -2.93368 -0.12126 -1.90243
Cl -2.14735 1.31290 -2.52276
C -4.10381 -0.58701 -2.48708
Cl -4.76613 0.18772 -3.87279
C -4.72473 -1.70490 -1.92546
Cl -6.16730 -2.32687 -2.62190
C -4.18003 -2.31029 -0.79093
Cl -4.94887 -3.66535 -0.05572

***

7.
10
Properties=species:S:1:pos:R:3 method="wB97M-V/def2-TZVPD" lumo_energy_ev=0.876 homo_energy_ev=-8.9 energy_ha=-624.3479 de_lowest_kcal_mol=48.88 smiles="[H]/N=C1/C=NCS1"
H 3.20959 0.37581 -0.10558
N 2.21207 0.68251 -0.12519
C 1.10974 0.17056 0.08285
C -0.34239 1.14482 0.15762
N -1.36768 0.47384 0.02362
C -1.29782 -0.94329 -0.10326
S 0.50054 -1.44160 0.29907
H -0.36413 2.20199 0.29517
H -2.08196 -1.47368 0.59024
H -1.57795 -1.19097 -1.11453

***

8.
56
Properties=species:S:1:pos:R:3 method="wB97M-V/def2-TZVPD" total_charge=+1 lumo_energy_ev="-2.091 / -2.737" homo_energy_ev="-9.2 / -10.2" multiplicity=3 energy_ha=-3311.7792 de_lowest_kcal_mol=130.25
Ni 0.24748 0.25911 -0.88433
C 3.10842 -3.21099 2.21138
N 1.70878 -3.13474 1.79976
C 1.22190 -4.21186 0.98377
C 1.22641 -1.91615 1.22455
O -0.50719 -2.12181 0.01228
C 2.04579 -0.67310 1.54917
O 1.47007 0.48262 0.95279
C 0.82606 1.36684 1.85088
C -0.31163 2.08395 1.13283
O -0.65412 1.75429 -0.01483
N -0.92709 3.07881 1.77151
C -2.02437 3.78764 1.12402
C -0.70902 3.40853 3.16837
H 3.28344 -4.19913 2.63244
H 3.30000 -2.49100 3.00540
H 3.81828 -3.05255 1.39367
H 1.86196 -5.08748 1.04434
H 0.47289 -4.09973 -0.98350
H 0.19027 -4.46358 1.21536
H 3.05882 -0.77214 1.15678
H 2.10347 -0.55459 2.63471
H 1.54944 2.09246 2.23675
H 0.40162 0.81961 2.69747
H -1.96865 3.64229 0.05165
H -1.93887 4.84759 1.35950
H -2.98430 3.41868 1.48942
H 0.11387 2.84221 3.59428
H -1.61233 3.18979 3.74228
H -0.48552 4.47124 3.26678
N 0.85949 0.46924 7.26163
C 0.35359 -0.17991 6.17570
C -0.69390 0.38516 5.42842
C -1.18399 -0.26045 4.31503
C -0.64012 -1.48093 3.91773
C 0.38190 -2.06533 4.66623
C 0.88534 -1.41563 5.77149
S -1.28712 -2.29032 2.52844
O -2.56014 -1.74907 2.17709
O -1.12398 -3.70649 2.67627
N -0.23526 -1.63687 1.36561
C 0.89566 -2.20213 -0.27929
N 1.23672 -1.38202 -1.34009
C 2.30634 -1.70359 -2.09594
C 2.98559 -2.91099 -1.94958
C 2.54453 -3.88450 -1.09655
N 1.24157 -3.68886 -0.44491
H 0.33464 1.22386 7.66797
H 1.45230 -0.03428 7.89821
H -1.13344 1.32079 5.75001
H -2.00832 0.16139 3.75391
H 0.76578 -3.03360 4.37698
H 1.67226 -1.87357 6.35670
H 2.61239 -0.98157 -2.83735
H 3.88152 -3.08930 -2.52554
H 2.96694 -4.86307 -0.94792

***

9.
90
Properties=species:S:1:pos:R:3 method="wB97M-V/def2-TZVPD" lumo_energy_ev=-0.606 homo_energy_ev=-7.6 energy_ha=-5072.7090 de_lowest_kcal_mol=46.02
Ba 1.25757 0.16608 -0.45837
O 0.69937 3.44897 -2.28471
C 1.55826 2.72549 -1.76245
O 1.96118 1.59806 -2.14824
C 2.18620 3.20560 -0.42778
C 2.61937 4.50931 -0.20867
C 3.27472 4.78886 0.97698
C 3.44909 3.78779 1.93152
C 2.93011 2.53627 1.66198
N 2.32906 2.26868 0.50986
C 2.96655 1.32316 2.59130
O 3.53147 1.48744 3.79508
O 2.51505 0.25775 2.27032
H -0.18933 2.38182 -3.30311
H 2.45413 5.26049 -0.96790
H 3.65731 5.78291 1.16621
H 3.98087 4.01436 2.84759
H 3.79217 2.40528 3.93343
O -2.83012 -1.64591 -0.90962
C -2.64461 -2.98864 -0.96208
C -3.76147 -3.77884 -1.21730
C -3.62804 -5.15239 -1.31135
C -2.38175 -5.75402 -1.16062
C -1.27348 -4.96008 -0.92269
C -1.38323 -3.57632 -0.81043
C -0.18483 -2.70438 -0.61981
O -0.35121 -1.57692 -0.01436
N 0.91401 -3.16834 -1.17871
N 1.93361 -2.21971 -1.20182
C 2.97370 -2.53776 -1.85504
C 4.10465 -1.57813 -1.97668
C 5.17633 -1.88898 -2.80198
C 6.22218 -0.98941 -2.91444
C 6.16668 0.19360 -2.19867
C 5.05732 0.42218 -1.39865
N 4.05052 -0.43304 -1.27803
H -1.97666 -1.26288 -0.60861
H -4.72081 -3.29200 -1.33416
H -4.50454 -5.75956 -1.50143
H -2.27654 -6.82733 -1.23918
H -0.28792 -5.39618 -0.82880
H 3.04078 -3.51220 -2.34042
H 5.17851 -2.82242 -3.34932
H 7.06610 -1.20955 -3.55519
H 6.95681 0.92918 -2.25464
H 4.96978 1.34127 -0.82869
Br -0.33337 -4.39411 -4.10047
C -1.30702 -2.76308 -4.20101
C -2.54948 -2.78995 -4.82555
C -3.23735 -1.59759 -4.94382
C -2.67256 -0.43726 -4.43003
C -1.45347 -0.55898 -3.79333
N -0.76609 -1.69312 -3.66956
C -0.87168 0.61786 -3.07202
O -0.65672 1.65983 -3.83304
O -0.64838 0.59118 -1.87500
H -2.95276 -3.72097 -5.19422
H -4.20663 -1.57342 -5.42417
H -3.16530 0.52127 -4.49936
C -1.14940 3.79908 2.90714
C -1.02567 2.38257 3.46174
C 0.20399 2.29008 4.36816
Sb -0.90307 0.92045 1.89686
C -1.27372 -0.85430 3.07064
C 0.00694 -1.66438 3.26888
C -1.95124 -0.61799 4.41733
C -2.89441 1.18318 1.09107
C -2.90639 2.24161 -0.01339
C -3.98941 1.47285 2.11218
H -1.15727 4.53540 3.71797
H -2.05729 3.95033 2.32467
H -0.30241 4.04201 2.25607
H -1.91750 2.15021 4.04650
H 1.05064 2.79482 3.89279
H 0.51822 1.26802 4.58925
H 0.03412 2.79389 5.32468
H -1.93910 -1.42674 2.41752
H 0.74395 -1.12002 3.86397
H 0.47586 -1.92474 2.32097
H -0.21883 -2.59528 3.79862
H -1.28517 -0.10064 5.11189
H -2.20340 -1.57872 4.87716
H -2.86932 -0.03632 4.35385
H -3.10747 0.21328 0.63502
H -2.68670 3.23956 0.37187
H -3.89915 2.28740 -0.47259
H -2.18188 2.03316 -0.79908
H -3.82176 2.41250 2.64400
H -4.09833 0.68421 2.85548
H -4.95294 1.56332 1.60002

***

10.
12
Properties=species:S:1:pos:R:3 method="wB97M-V/def2-TZVPD" lumo_energy_ev=-1.734 homo_energy_ev=-8.4 energy_ha=-360.4327 de_lowest_kcal_mol=148.57
O -2.21642 0.79547 -0.79638
C -1.36028 -0.05272 -0.32340
C 0.01130 0.21421 -0.25302
N 0.38510 1.37060 -0.86481
O 1.67964 1.41203 -0.67856
C 2.07220 0.29689 0.05762
C 1.04876 -0.55454 0.37553
H -1.72949 1.60675 -1.06873
H -1.04778 -2.28546 1.86618
H -1.79306 -0.99242 0.02243
H 3.14006 0.30161 0.23604
H -0.39169 -2.02333 1.60912